Formula: C13H37BN3NbO4S
Source: OMol25
Level of theory: ωB97M-V/def2-TZVPD

Calculated values
HOMO energy: -6.880 eV
frontier orbital gap: 6.85 eV

Geometry as XYZ:
```
60
C13H37BN3NbO4S | OMol25 | ωB97M-V/def2-TZVPD
Nb -0.96654 2.02115 -2.57000
S -2.77931 0.31618 -1.76752
O -2.11508 -0.86827 -1.21686
O -3.82686 3.34847 -1.98330
O -1.99048 2.25358 -4.26976
O -3.77730 0.87214 -0.85879
N 1.00626 -1.64690 1.89634
N -2.22647 4.37647 -0.48170
N 0.55544 3.30125 -3.15563
C -3.66150 -0.28519 -3.16950
C 2.89730 1.04764 -1.67748
C 0.89460 -2.90828 1.07738
C 1.71779 -1.75354 5.29291
C -1.48012 -1.40265 1.83940
C 2.23173 -1.75243 2.76579
C -1.60041 -2.67942 1.02532
C 2.60210 1.86922 -2.91343
C -0.34240 -2.91160 0.20839
C 1.22369 -0.48294 0.98131
C 1.93054 3.20629 -2.62821
C -0.23879 -1.41562 2.70579
C 2.10799 -2.56210 4.05374
B -2.55772 3.40300 -1.53599
H -1.74564 5.20445 -0.79807
H -0.30938 0.38246 -3.10118
H 1.98480 0.70032 -1.21800
H 1.30213 0.41552 1.58640
H 3.09607 -2.98446 4.23963
H -4.41797 3.13972 -1.25750
H -4.23640 -1.15405 -2.87923
H 2.14618 -0.65205 0.43357
H -4.25821 0.50771 -3.59251
H -1.70632 3.95807 0.27616
H 1.84974 -2.35437 6.19122
H 3.46087 1.64552 -0.96929
H 3.52567 0.20041 -1.93430
H 1.99302 3.43438 -1.56764
H -2.35049 -1.28700 2.48540
H 0.39578 -0.37973 0.28622
H 2.54545 -0.73466 2.99085
H -1.79503 -3.53412 1.68719
H 1.80245 -2.96377 0.47801
H -0.30473 -2.22208 3.43313
H -0.09671 -0.46959 3.22647
H -0.26995 -2.14768 -0.56732
H 0.68132 -1.42234 5.27530
H 2.04332 1.29526 -3.64082
H 2.52544 3.97302 -3.12043
H -1.48499 -0.53985 1.17110
H 0.88758 -3.73996 1.78302
H -1.44681 1.84748 -4.95390
H -0.21710 1.74854 -0.91017
H 0.21409 4.22091 -2.87070
H -2.44922 -2.58634 0.35360
H 2.34978 -0.87041 5.39017
H -0.40049 -3.86526 -0.31709
H -2.91300 -0.58601 -3.89062
H 1.43999 -3.41506 3.92392
H 2.98759 -2.19608 2.12079
H 3.56672 2.08468 -3.36161
```

Formula: C4H12
Source: OMol25
Level of theory: ωB97M-V/def2-TZVPD

Calculated values
HOMO energy: -11.689 eV
structure (SMILES): CC.CC
energy above the lowest of the compared OMol25 structures with the same formula, charge and spin: 0.3237 eV
frontier orbital gap: 12.83 eV

Geometry as XYZ:
```
16
C4H12 | OMol25 | ωB97M-V/def2-TZVPD
C 2.37382 1.79169 1.03537
C 1.04028 1.07521 0.82866
C -0.97315 -1.65120 -0.96885
C -2.45120 -1.24491 -0.83010
H 0.54133 0.89280 1.78066
H -0.59192 -1.27295 -1.92135
H -2.52027 -0.21550 -0.47149
H 0.23626 1.60394 0.30811
H -2.89213 -1.85545 -0.10414
H -3.02002 -1.24663 -1.75740
H -0.78577 -2.71994 -0.96966
H 2.13616 2.82712 1.27331
H 1.16816 0.10363 0.36322
H 2.90205 1.29284 1.83784
H 3.03212 1.74361 0.17202
H -0.44969 -1.08775 -0.21636
```

Formula: C2H2Cl6F3V2
Source: OMol25
Level of theory: ωB97M-V/def2-TZVPD

Calculated values
HOMO energy (alpha / beta): -13.558 / -13.559 eV
net charge: +1
<S²>: 12.008
energy above the lowest of the compared OMol25 structures with the same formula, charge and spin: 0.0000 eV
2S+1: 7
frontier orbital gap (alpha / beta): 8.01 / 8.01 eV

Geometry as XYZ:
```
15
C2H2Cl6F3V2 | OMol25 | ωB97M-V/def2-TZVPD
V -1.61017 -1.09732 -1.94502
V 0.35562 -2.98149 -0.76485
Cl 2.01294 1.71777 0.78117
Cl 3.63136 0.97295 -1.50892
Cl -2.77305 0.07049 2.41448
Cl 0.78118 1.36289 -1.80204
Cl -1.70511 2.21519 0.79710
Cl -0.80361 1.84973 3.53905
F -1.73382 -3.10775 -1.39447
F 0.27245 -1.90599 -2.55659
F -0.56587 -1.19749 -0.11057
C -1.34825 1.04024 2.07450
C 2.06770 0.83655 -0.72517
H -0.51974 0.44136 1.72529
H 1.93838 -0.21713 -0.52397
```

Formula: C42H112O14
Source: OMol25
Level of theory: ωB97M-V/def2-TZVPD

Calculated values
HOMO energy: -9.364 eV
energy above the lowest of the compared OMol25 structures with the same formula, charge and spin: 1.2330 eV
frontier orbital gap: 9.71 eV

Geometry as XYZ:
```
168
C42H112O14 | OMol25 | ωB97M-V/def2-TZVPD
O -0.86457 0.16463 -4.82889
O -1.71148 -0.22468 0.13107
O -2.14238 1.44868 -2.17253
O -5.97583 2.58024 2.89314
O 0.29149 -7.33753 0.59641
O -0.28983 3.82503 -1.88165
O 3.04898 -0.88333 1.34454
O 2.77222 3.30936 5.55292
O -3.07218 -2.61599 -0.56096
O 4.02211 -4.43971 -2.14773
O -2.92644 -1.84971 4.76710
O 3.73191 0.60125 -1.09327
O -1.37044 6.26321 -0.69811
O 1.41644 -1.58513 -5.00282
C 1.71492 -3.97174 -2.80059
C -1.11493 -0.36769 4.47681
C 2.76988 0.25778 -4.39887
C 2.64243 -0.93784 -5.32097
C 3.52749 -3.17470 0.78519
C 2.65589 -4.89346 -2.05521
C 3.76406 -1.91052 -5.16807
C 1.39558 5.44884 -2.44350
C -2.61430 -0.50448 -6.33417
C -0.93827 6.28265 0.67533
C 1.85704 2.99732 -2.52998
C 3.76918 -2.06728 1.75186
C 6.10427 0.79135 -0.74539
C -1.80557 -1.58562 3.92248
C -3.69488 2.62413 -0.65974
C 1.09587 4.09739 -1.76044
C -0.29258 -0.30191 0.33833
C 2.45227 -6.33863 -2.48636
C -4.64947 3.15328 2.89524
C 4.56809 2.46056 0.21492
C -1.22335 4.95223 1.40612
C 0.59936 -6.02175 1.13444
C -0.47973 -5.05571 0.69597
C 4.80312 1.56020 -0.97280
C -3.47538 2.24687 3.05126
C -1.45942 7.40979 1.51704
C -3.69546 -2.80613 0.65881
C -2.48991 -1.56412 -4.09032
C -4.63838 4.26392 3.98364
C -4.64376 -1.63825 1.00134
C -0.91604 -2.82065 3.91091
C 0.71240 -5.95216 2.64297
C 3.28103 -2.46124 3.11336
C -4.43860 1.42569 -2.70027
C 0.73695 2.91289 4.29050
C -1.67688 -0.92737 -5.23804
C -3.33033 2.25846 -2.10244
C -4.42855 -4.12253 0.70198
C 2.74089 1.33157 4.25321
C 0.41565 -0.83166 -0.89113
C 0.23916 1.04135 0.73229
C 1.89528 2.29174 5.09095
H -1.76592 0.50177 4.55049
H -3.13736 -2.33216 -4.54166
H -4.55507 3.49484 1.84605
H 0.82133 -0.89114 -4.74556
H -0.16572 -1.02037 1.13886
H 3.48394 -2.87945 -5.59961
H -0.81010 -0.69400 5.51745
H -2.30037 4.79686 1.66063
H 2.47716 -3.47665 0.89858
H -1.30519 0.63061 -4.10648
H -4.05503 1.78144 -0.11912
H -4.08954 -0.69962 0.85397
H -1.41082 2.04812 -1.93533
H 2.19721 -2.46646 3.17474
H 0.92172 -8.01670 0.88302
H -3.13945 -1.33397 -6.77833
H -3.37502 1.87357 4.07534
H -6.08930 2.12279 3.72095
H -0.21880 -0.04861 3.92107
H -0.72526 4.64387 -1.55118
H -4.51894 3.34216 -0.65738
H 3.60433 0.28587 -2.01025
H 4.38552 -4.57302 -3.02721
H 1.62811 2.00626 -2.13428
H 0.12514 -1.85993 -1.16812
H -5.47785 4.96511 3.89527
H 0.24853 -0.14400 -1.74443
H -0.04312 -2.62516 3.30224
H -1.52075 -3.58467 3.36897
H -2.16874 -1.49709 2.88949
H 1.34530 4.11029 -0.67833
H 3.65730 -3.47135 3.34703
H -2.58416 2.81149 2.78119
H 2.06682 -3.83090 -3.80565
H -0.20822 -6.26476 3.14743
H 1.59494 -5.64958 0.85614
H -4.52190 0.49412 -2.13289
H 0.82349 6.26886 -2.03698
H 1.45231 2.98770 -3.52166
H 2.43792 -4.90658 -0.99510
H 1.49572 -6.63083 3.01527
H 4.84965 -1.87343 1.82142
H -3.57154 1.36552 2.43446
H -2.50048 7.23079 1.74859
H -4.73150 3.77690 4.95037
H 2.42904 3.85716 6.28717
H -3.07214 3.10342 -2.70414
H 6.95566 1.44775 -0.79582
H 6.12951 0.35772 0.23594
H 5.58833 2.82933 0.47262
H -1.42055 -5.23155 1.20543
H -0.91570 4.18677 0.70870
H 4.77106 2.09654 -1.91958
H -1.39995 8.38178 1.05138
H 3.12854 -7.05180 -2.00810
H -4.40363 1.13219 -3.74679
H -3.32850 0.19793 -5.86733
H 0.06053 3.38670 4.96322
H 3.88837 3.27574 0.01178
H -3.49865 -1.08595 4.69686
H 2.94957 3.21016 -2.57335
H -0.61859 -3.18829 4.90248
H 4.09732 -4.07534 1.07613
H -3.82880 -5.03348 0.66810
H 3.90816 -2.07929 -4.10785
H 4.69645 -1.55706 -5.59802
H -1.85552 0.13893 -0.76321
H -2.93466 -2.78814 1.44843
H -2.13231 0.09933 -7.11055
H 3.70946 -2.83801 -0.26075
H 1.78983 -2.95735 -2.35443
H 3.13738 1.75449 3.35934
H 1.29409 1.00968 0.95137
H 1.09157 3.61680 3.53146
H -2.83391 3.10864 -0.17842
H 0.70192 -4.22890 -2.71425
H -3.11195 -0.80008 -3.58868
H 0.15415 6.35214 0.58173
H -0.58233 -5.02061 -0.37369
H 2.48305 -0.04747 -3.40795
H -2.32798 6.20995 -0.79504
H -3.68694 4.82204 3.92917
H 2.68963 -0.58839 -6.35064
H 1.37489 1.72363 5.85011
H -5.07393 -4.11956 1.57586
H -0.02608 1.83149 0.02967
H 4.26138 1.77298 0.99182
H -5.51890 -1.62549 0.32800
H -0.98964 -1.72112 -5.59206
H 0.17561 2.16416 3.74718
H 3.29811 -0.70259 0.43364
H 1.13209 5.31750 -3.51148
H 3.65637 -1.76590 3.87274
H -0.94377 7.42701 2.49840
H 3.76824 0.75760 -4.36805
H 2.49037 -6.50724 -3.54939
H 0.96908 -4.95323 2.96131
H -5.04651 -1.76615 2.01717
H -5.43371 1.89389 -2.60655
H -0.11532 -4.05544 1.01591
H 2.11214 0.51942 3.89749
H 6.30817 0.00434 -1.49993
H -1.86107 -2.05831 -3.33613
H 1.44983 -0.93215 -0.61953
H -0.12751 1.36175 1.70894
H 2.45021 5.69571 -2.42833
H -2.55245 -1.81862 -0.40808
H -5.11126 -4.11539 -0.15968
H 2.02444 1.02214 -4.68825
H -0.65017 4.84661 2.32775
H 1.46453 -6.60488 -2.13899
H 3.52199 0.82696 4.83241
```

| no. | DFT total energy (hartree) |
| --- | --- |
| 1 | -1462.64751 |
| 2 | -159.57308 |
| 3 | -5025.94150 |
| 4 | -2720.74403 |